1.
Density functional theory data (wB97M-V/def2-TZVPD) for a molecular structure, C43H36NNdO3P2S in a non-equilibrium geometry.

Results
Strongest force on any atom: 0.0432 Eh/bohr
Net charge: +2
LUMO level (spin up / spin down): -6.61 / -6.43 eV
Multiplicity: 4
Kohn-Sham gap (spin up / spin down): 7.1 / 7.3 eV

Last column: Löwdin spin population.
Atoms and positions in Å:
C  1.65  -2.09  -2.06  0.000
C  1.33  -0.74  -2.26  -0.001
C  2.29  0.12  -2.81  -0.001
C  3.54  -0.37  -3.18  0.000
C  3.85  -1.72  -3.00  -0.001
C  2.90  -2.58  -2.43  0.000
P  -0.28  -0.09  -1.70  -0.006
C  -0.52  1.32  -2.83  -0.001
C  -0.45  2.64  -2.34  0.000
C  -0.55  3.71  -3.23  0.000
C  -0.73  3.48  -4.60  0.000
C  -0.82  2.17  -5.08  0.000
C  -0.73  1.09  -4.19  0.000
Nd  -1.05  0.64  1.10  3.040
P  1.48  -0.72  1.34  -0.009
C  3.05  -0.05  0.78  -0.001
C  4.16  -0.88  0.59  -0.001
C  5.36  -0.34  0.12  0.000
C  5.44  1.01  -0.22  -0.001
C  4.32  1.83  -0.08  0.000
C  3.13  1.31  0.41  0.000
C  1.15  -0.01  3.02  -0.002
C  -0.12  -0.27  3.61  -0.003
C  -0.49  0.44  4.77  0.000
C  0.38  1.37  5.32  -0.001
C  1.64  1.58  4.77  -0.001
C  2.03  0.90  3.63  -0.001
C  1.41  -2.51  1.54  -0.001
C  0.36  -3.24  0.95  0.000
C  0.26  -4.61  1.19  0.000
C  1.19  -5.25  2.02  0.000
C  2.22  -4.52  2.62  0.000
C  2.33  -3.14  2.40  0.000
C  -1.47  -1.34  -2.34  0.000
C  -1.14  -2.19  -3.40  0.000
C  -2.05  -3.17  -3.83  0.000
C  -3.30  -3.27  -3.21  0.000
C  -3.64  -2.40  -2.18  0.000
C  -2.75  -1.42  -1.76  0.000
H  -0.79  -1.06  3.24  0.000
H  -1.45  0.22  5.24  0.000
H  0.07  1.94  6.21  0.000
H  2.34  2.27  5.26  0.000
H  3.03  1.05  3.21  0.000
H  4.09  -1.95  0.82  0.000
H  6.23  -0.99  -0.01  0.000
H  6.38  1.43  -0.59  0.000
H  4.37  2.88  -0.36  0.000
H  2.24  1.95  0.51  0.000
H  -0.37  -2.73  0.32  0.000
H  -0.54  -5.18  0.72  0.000
H  1.11  -6.32  2.19  0.000
H  2.94  -5.01  3.28  0.000
H  3.11  -2.56  2.88  0.000
H  -0.17  -2.11  -3.90  0.000
H  -1.77  -3.83  -4.66  0.000
H  -4.00  -4.04  -3.55  0.000
H  -4.62  -2.48  -1.70  0.000
H  -3.05  -0.70  -0.98  0.000
H  -0.31  2.83  -1.28  0.000
H  -0.49  4.73  -2.86  0.000
H  -0.81  4.31  -5.30  0.000
H  -0.96  1.96  -6.15  0.000
H  -0.82  0.07  -4.56  0.000
H  2.07  1.17  -2.95  0.000
H  4.29  0.31  -3.60  0.000
H  4.82  -2.11  -3.29  0.000
H  3.15  -3.63  -2.27  0.000
H  0.92  -2.78  -1.63  0.000
H  5.82  -3.72  -2.41  0.000
H  5.24  -4.20  -2.31  0.000
O  -2.74  2.60  4.56  0.000
S  -3.64  1.84  3.75  0.000
O  -4.17  0.59  4.25  0.000
N  -2.87  1.51  2.27  -0.006
C  -3.42  2.13  1.20  0.000
O  -2.76  1.98  0.10  -0.002
C  -4.59  2.91  1.54  0.000
C  -5.31  3.79  0.72  0.000
C  -6.19  4.69  1.33  0.000
C  -6.39  4.67  2.72  0.000
C  -5.72  3.74  3.53  0.000
C  -4.81  2.88  2.91  0.000
H  -5.15  3.75  -0.35  0.000
H  -6.73  5.42  0.72  0.000
H  -7.07  5.39  3.19  0.000
H  -5.90  3.67  4.60  0.000

***

2.
Density functional theory data (wB97M-V/def2-TZVPD) for a molecular structure, C43H37Br2N3O3PSTi in a non-equilibrium geometry.

Results
Strongest force on any atom: 0.0542 Eh/bohr
Relative energy (zero: lowest compared OMol25 entry of this formula, charge and spin): 1.4 kcal per mole
Net charge: +1
LUMO level: -3.04 eV
Kohn-Sham gap: 7.4 eV

Last column: Löwdin charge in e.
Atoms and positions in Å:
Ti  -0.36  0.94  0.81  0.989
C  6.08  5.55  -0.61  -0.042
C  5.05  4.59  -0.13  -0.246
C  3.72  4.75  -0.55  -0.025
C  2.70  3.93  -0.08  -0.047
C  3.02  3.00  0.90  -0.314
C  4.33  2.83  1.40  -0.044
C  5.32  3.62  0.85  -0.017
S  1.87  2.15  1.83  0.664
O  1.74  0.80  1.25  -0.394
O  2.09  2.32  3.25  -0.254
N  0.43  2.83  1.29  -0.164
C  -0.54  3.04  2.28  -0.373
C  -0.42  3.95  3.38  0.027
C  -1.51  3.94  4.25  -0.004
C  -2.71  3.25  3.87  -0.035
C  -2.68  2.33  2.88  -0.099
N  -1.64  2.28  2.04  0.026
H  5.58  6.18  -1.36  0.078
H  6.97  5.05  -1.04  0.096
H  6.39  6.27  0.17  0.097
H  3.52  5.46  -1.34  0.114
H  1.68  4.03  -0.53  0.125
H  4.45  2.14  2.23  0.127
H  6.37  3.39  1.10  0.133
H  0.52  4.43  3.53  0.109
H  -1.46  4.55  5.16  0.126
H  -3.59  3.34  4.49  0.108
H  -3.47  1.62  2.68  0.131
C  -5.41  -1.08  -0.30  -0.033
C  -4.75  -1.81  0.79  -0.295
C  -5.31  -2.88  1.55  0.004
C  -4.59  -3.45  2.57  -0.037
C  -3.26  -3.04  2.82  -0.175
C  -2.50  -3.58  3.88  -0.635
Br  -3.20  -5.01  4.87  0.835
C  -1.38  -2.93  4.30  -0.156
C  -0.95  -1.69  3.71  -0.517
Br  0.41  -0.65  4.61  0.804
C  -1.58  -1.32  2.51  -0.307
O  -1.03  -0.28  1.88  -0.232
C  -2.77  -1.90  2.04  -0.132
N  -3.48  -1.37  1.01  0.168
H  -6.00  -1.71  -0.96  0.089
H  -4.64  -0.64  -0.92  0.055
H  -6.01  -0.22  0.03  0.095
H  -6.33  -3.23  1.35  0.124
H  -5.05  -4.21  3.22  0.075
H  -0.82  -3.35  5.15  0.108
C  1.75  1.54  -2.88  -0.041
C  2.38  0.18  -3.06  -0.256
C  3.55  0.01  -3.81  -0.048
C  4.09  -1.22  -4.03  -0.068
C  3.49  -2.35  -3.48  -0.078
C  2.32  -2.25  -2.79  -0.094
C  1.82  -0.98  -2.46  -0.276
P  0.45  -0.80  -1.27  1.122
C  -0.03  -2.50  -0.68  -0.285
C  -1.29  -2.99  -1.08  -0.100
C  -1.54  -4.34  -1.01  -0.082
C  -0.53  -5.27  -0.68  -0.063
C  0.72  -4.79  -0.27  -0.022
C  0.90  -3.38  -0.15  -0.298
C  2.18  -2.91  0.45  -0.050
C  -0.89  -0.44  -2.34  -0.372
C  -1.09  -1.17  -3.51  -0.069
C  -2.21  -0.86  -4.29  -0.061
C  -3.08  0.17  -3.93  -0.056
C  -2.92  0.82  -2.70  -0.054
C  -1.79  0.60  -1.94  -0.296
C  -1.69  1.35  -0.67  -0.209
H  2.45  2.29  -3.29  0.089
H  1.61  1.69  -1.78  0.061
H  0.78  1.59  -3.42  0.098
H  4.02  0.91  -4.15  0.106
H  4.96  -1.34  -4.66  0.116
H  3.95  -3.35  -3.60  0.121
H  1.75  -3.15  -2.58  0.115
H  -2.11  -2.36  -1.43  0.108
H  -2.55  -4.74  -1.25  0.120
H  -0.76  -6.36  -0.76  0.119
H  1.55  -5.44  0.06  0.123
H  2.24  -3.36  1.42  0.083
H  2.26  -1.83  0.61  0.068
H  3.08  -3.22  -0.06  0.086
H  -0.48  -1.99  -3.73  0.101
H  -2.40  -1.46  -5.21  0.121
H  -3.90  0.42  -4.61  0.113
H  -3.60  1.58  -2.37  0.118
H  -2.55  1.04  0.00  0.078
H  -1.71  2.44  -0.73  0.084

***

3.
Density functional theory data (wB97M-V/def2-TZVPD) for a molecular structure, C43H37IrN12O4S.

Results
Strongest force on any atom: 0.0163 Eh/bohr
Relative energy (zero: lowest compared OMol25 entry of this formula, charge and spin): 1.9 kcal per mole
Net charge: +1
LUMO level (spin up / spin down): -3.72 / -4.46 eV
Multiplicity: 2
Kohn-Sham gap (spin up / spin down): 7.1 / 6.6 eV

Last column: Löwdin spin population.
Atoms and positions in Å:
Ir  1.16  1.87  -0.04  0.007
C  -3.25  4.72  -0.51  0.044
C  -3.46  3.26  -0.82  0.309
C  -4.81  2.83  -0.80  -0.002
C  -5.35  1.60  -1.03  0.264
C  -4.53  0.36  -1.25  0.034
C  -2.09  0.98  -0.80  0.002
C  -1.57  0.18  -2.00  0.002
C  -2.30  2.46  -1.15  0.044
N  -1.17  2.93  -1.54  0.175
C  -0.92  4.11  -2.14  0.018
O  -1.61  4.66  -2.97  0.030
C  0.43  4.63  -1.76  0.003
C  0.75  5.92  -2.16  0.001
C  2.01  6.42  -1.90  0.000
C  2.93  5.58  -1.31  0.001
C  2.54  4.31  -0.95  0.000
N  1.30  3.82  -1.12  0.004
C  3.61  3.36  -0.46  0.000
O  4.77  3.69  -0.47  0.000
N  3.12  2.14  -0.13  0.000
C  4.12  1.14  0.10  0.000
C  4.58  0.85  1.38  0.000
C  4.11  1.61  2.58  0.000
C  5.57  -0.13  1.52  0.000
C  6.09  -0.78  0.42  0.000
C  5.63  -0.47  -0.85  0.000
C  4.65  0.50  -1.03  0.000
C  4.19  0.86  -2.42  0.000
H  -3.94  5.01  0.28  0.006
H  -3.45  5.34  -1.39  0.019
H  -2.24  4.93  -0.17  0.002
H  -5.52  3.62  -0.60  -0.005
H  -6.42  1.50  -1.02  0.013
H  -5.13  -0.54  -1.13  0.000
H  -2.20  0.26  -2.88  0.000
H  -1.46  -0.87  -1.72  0.000
H  -0.59  0.59  -2.26  0.000
H  -0.02  6.48  -2.67  0.000
H  2.27  7.43  -2.19  0.000
H  3.96  5.86  -1.12  0.000
H  3.13  2.05  2.42  0.000
H  4.80  2.42  2.80  0.000
H  4.05  0.96  3.46  0.000
H  5.93  -0.36  2.51  0.000
H  6.86  -1.53  0.55  0.000
H  6.06  -0.96  -1.72  0.000
H  4.54  0.13  -3.14  0.000
H  4.57  1.84  -2.71  0.000
H  3.10  0.92  -2.50  0.000
C  -4.81  -0.39  1.53  0.004
N  -3.54  0.13  0.96  0.001
C  -3.38  0.39  -0.29  0.006
N  -1.03  0.99  0.24  0.001
C  -1.40  0.67  1.45  0.000
N  -2.56  0.25  1.92  0.003
C  -4.94  -1.86  1.28  0.000
C  -5.97  -2.38  0.50  0.000
C  -5.99  -3.73  0.17  0.000
C  -4.96  -4.57  0.58  0.000
C  -3.95  -4.05  1.39  0.000
C  -3.96  -2.71  1.76  0.000
C  -2.74  -4.79  1.77  0.000
N  -2.17  -4.84  2.92  0.000
N  -0.88  -5.30  2.69  0.000
C  -0.78  -5.48  1.43  0.000
O  -1.94  -5.22  0.76  0.000
C  0.45  -5.55  0.63  0.000
C  0.70  -6.47  -0.38  0.000
C  1.83  -6.32  -1.16  0.000
C  2.68  -5.24  -0.98  0.000
C  2.42  -4.31  0.03  0.000
C  3.31  -3.11  0.22  0.000
N  2.57  -1.92  0.64  0.000
C  2.08  -0.95  -0.11  0.000
N  1.51  -0.03  0.67  0.000
C  1.69  -0.52  1.93  0.000
N  2.32  -1.66  1.94  0.000
C  1.32  -4.49  0.85  0.000
H  -5.63  0.17  1.09  0.003
H  -4.74  -0.15  2.59  0.000
H  -4.14  0.35  -2.27  0.010
H  -0.64  0.72  2.22  0.000
H  -6.76  -1.74  0.14  0.000
H  -6.79  -4.13  -0.43  0.000
H  -4.94  -5.61  0.29  0.000
H  -3.16  -2.33  2.38  0.000
H  0.02  -7.30  -0.55  0.000
H  2.05  -7.04  -1.95  0.000
H  3.54  -5.11  -1.62  0.000
H  3.84  -2.84  -0.69  0.000
H  4.06  -3.27  1.00  0.000
H  2.15  -0.93  -1.19  0.000
H  1.38  0.00  2.82  0.000
H  1.11  -3.80  1.65  0.000
O  0.73  1.81  3.65  0.000
S  0.55  3.06  2.91  0.000
N  0.69  3.09  1.42  0.000

***

4.
Density functional theory data (wB97M-V/def2-TZVPD) for a molecular structure, C43H37N3NiOP3S.

Results
Strongest force on any atom: 0.0154 Eh/bohr
Relative energy (zero: lowest compared OMol25 entry of this formula, charge and spin): 0.0 kcal per mole
Net charge: +1
LUMO level (spin up / spin down): -3.21 / -3.85 eV
Multiplicity: 3
Kohn-Sham gap (spin up / spin down): 6.9 / 6.3 eV

Last column: Löwdin spin population.
Atoms and positions in Å:
Ni  -0.25  -0.54  0.31  1.522
O  0.51  2.86  -0.93  0.035
S  -0.03  1.97  0.12  0.046
C  -1.61  2.59  0.65  0.007
C  -1.74  3.92  1.01  0.001
C  -3.01  4.41  1.29  0.003
C  -4.12  3.59  1.17  0.000
C  -3.98  2.27  0.74  0.003
C  -2.73  1.75  0.46  0.004
P  -2.48  0.06  -0.21  0.056
C  -2.30  0.30  -2.00  0.012
C  -2.25  1.56  -2.58  0.008
C  -2.00  1.70  -3.94  0.000
C  -1.82  0.57  -4.72  0.008
C  -1.87  -0.69  -4.16  -0.001
C  -2.10  -0.84  -2.80  0.008
C  -4.03  -0.82  0.08  0.007
C  -4.41  -1.08  1.40  0.004
C  -5.58  -1.77  1.67  -0.001
C  -6.37  -2.22  0.63  0.005
C  -6.01  -1.96  -0.68  0.000
C  -4.84  -1.26  -0.96  0.005
C  1.11  1.98  1.49  0.002
C  1.08  2.90  2.52  0.001
C  2.10  2.92  3.46  0.001
C  3.16  2.02  3.35  0.001
C  3.19  1.10  2.31  0.001
C  2.17  1.05  1.37  0.003
P  2.09  -0.25  0.05  0.054
C  2.84  0.49  -1.42  0.012
C  2.77  -0.26  -2.59  0.005
C  3.36  0.22  -3.75  -0.001
C  4.01  1.44  -3.74  0.004
C  4.07  2.20  -2.58  0.000
C  3.48  1.72  -1.41  0.005
C  3.21  -1.59  0.50  0.005
C  4.58  -1.52  0.20  0.003
C  5.41  -2.60  0.47  0.000
C  4.89  -3.76  1.03  0.001
C  3.53  -3.84  1.33  0.000
C  2.70  -2.77  1.06  0.001
H  -0.88  4.57  1.03  0.000
H  -3.13  5.45  1.58  0.000
H  -5.11  3.98  1.38  0.000
H  -4.86  1.66  0.61  0.000
H  -2.40  2.45  -1.98  0.000
H  -1.96  2.69  -4.38  0.000
H  -1.63  0.68  -5.79  0.000
H  -1.73  -1.57  -4.77  0.000
H  -2.11  -1.83  -2.36  0.000
H  -3.80  -0.73  2.22  0.000
H  -5.86  -1.96  2.70  0.000
H  -7.28  -2.77  0.84  0.000
H  -6.63  -2.31  -1.50  0.000
H  -4.57  -1.05  -1.99  0.000
H  0.26  3.61  2.61  0.000
H  2.08  3.63  4.27  0.000
H  3.96  2.04  4.07  0.000
H  4.01  0.39  2.24  0.000
H  2.26  -1.22  -2.60  0.000
H  3.31  -0.37  -4.66  0.000
H  4.47  1.82  -4.65  0.000
H  4.57  3.16  -2.58  0.000
H  3.52  2.33  -0.51  0.000
H  4.99  -0.63  -0.26  0.000
H  6.46  -2.54  0.23  0.000
H  5.53  -4.60  1.22  0.000
H  3.12  -4.75  1.74  0.000
H  1.64  -2.86  1.26  0.000
N  -0.44  -2.38  -0.43  0.045
C  -0.39  -3.55  -0.41  0.011
C  -0.30  -4.92  -0.38  0.007
C  0.49  -5.60  -1.36  0.001
N  1.13  -6.14  -2.14  0.003
C  -0.97  -5.57  0.70  0.001
N  -1.49  -6.00  1.63  0.003
C  -1.28  0.29  3.57  0.010
P  -0.47  -1.02  2.60  0.056
C  -1.56  -2.48  2.80  0.007
C  1.01  -1.38  3.61  0.013
H  -1.48  -0.09  4.57  0.003
H  -2.21  0.61  3.11  0.000
H  -0.61  1.15  3.64  0.000
H  -1.09  -3.21  3.46  0.001
H  -1.77  -2.96  1.85  0.001
H  -2.50  -2.17  3.25  0.001
H  0.93  -2.38  4.05  0.001
H  1.08  -0.65  4.41  0.001
H  1.93  -1.34  3.03  0.001

***

5.
Density functional theory data (wB97M-V/def2-TZVPD) for a molecular structure, C43H38ClLaP2 in a non-equilibrium geometry.

Results
Strongest force on any atom: 0.0552 Eh/bohr
Relative energy (zero: lowest compared OMol25 entry of this formula, charge and spin): 0.0 kcal per mole
Net charge: +2
LUMO level: -6.29 eV
Kohn-Sham gap: 6.6 eV

Last column: Löwdin charge in e.
Atoms and positions in Å:
C  0.60  -1.23  -2.78  -0.137
C  -0.44  -1.66  -1.94  -0.374
C  -1.71  -1.78  -2.50  -0.077
C  -1.94  -1.59  -3.86  -0.058
C  -0.88  -1.29  -4.73  -0.051
C  0.39  -1.14  -4.13  -0.142
P  -0.10  -1.89  -0.18  0.952
C  -1.36  -3.13  0.24  -0.389
C  -2.51  -2.68  0.90  -0.128
C  -3.51  -3.59  1.23  -0.055
C  -3.35  -4.96  0.94  -0.043
C  -2.19  -5.39  0.28  -0.048
C  -1.20  -4.47  -0.09  -0.063
La  0.51  0.08  1.74  1.677
P  0.09  1.69  -0.55  0.941
C  -1.26  1.79  -1.71  -0.381
C  -1.11  2.14  -3.06  -0.076
C  -2.24  2.19  -3.88  -0.060
C  -3.50  1.85  -3.39  -0.050
C  -3.64  1.46  -2.05  -0.060
C  -2.53  1.43  -1.21  -0.111
C  -0.21  2.96  0.76  -0.393
C  0.68  2.90  1.87  -0.219
C  0.50  3.81  2.93  -0.052
C  -0.53  4.75  2.91  -0.033
C  -1.35  4.83  1.76  -0.027
C  -1.17  3.96  0.68  -0.055
C  1.67  2.09  -1.34  -0.370
C  2.74  1.19  -1.17  -0.127
C  3.98  1.47  -1.73  -0.062
C  4.18  2.67  -2.45  -0.036
C  3.11  3.56  -2.58  -0.046
C  1.87  3.29  -2.01  -0.080
C  1.52  -2.77  -0.19  -0.370
C  2.02  -3.57  -1.23  -0.076
C  3.28  -4.18  -1.11  -0.034
C  4.05  -4.01  0.04  -0.040
C  3.53  -3.25  1.10  -0.059
C  2.27  -2.64  1.00  -0.151
H  1.55  2.22  1.98  0.058
H  1.18  3.75  3.78  0.118
H  -0.71  5.42  3.76  0.130
H  -2.16  5.57  1.74  0.129
H  -1.81  4.04  -0.22  0.127
H  -0.13  2.38  -3.46  0.077
H  -2.10  2.46  -4.92  0.116
H  -4.36  1.83  -4.08  0.125
H  -4.62  1.16  -1.68  0.116
H  -2.68  1.12  -0.17  0.105
H  2.64  0.23  -0.64  0.073
H  4.83  0.79  -1.60  0.119
H  5.16  2.91  -2.88  0.127
H  3.25  4.50  -3.12  0.120
H  1.05  4.00  -2.11  0.120
H  1.44  -3.71  -2.14  0.122
H  3.66  -4.78  -1.94  0.125
H  5.05  -4.47  0.12  0.128
H  4.10  -3.13  2.02  0.115
H  1.91  -2.09  1.90  0.039
H  -2.62  -1.63  1.19  0.081
H  -4.42  -3.25  1.73  0.116
H  -4.12  -5.69  1.24  0.125
H  -2.05  -6.45  0.05  0.117
H  -0.31  -4.81  -0.61  0.106
H  -2.54  -2.06  -1.85  0.109
H  -2.96  -1.66  -4.25  0.119
H  -1.08  -1.12  -5.81  0.128
H  1.34  -0.90  -4.63  0.083
H  1.61  -1.00  -2.45  0.097
H  0.44  1.05  -5.43  0.081
H  1.11  0.86  -5.08  0.068
Cl  -2.90  1.28  4.98  0.751
C  -1.24  1.01  5.25  -0.616
C  -0.56  1.74  6.22  -0.084
C  0.83  1.59  6.38  -0.068
C  1.54  0.65  5.63  -0.072
C  0.90  -0.01  4.56  -0.178
C  -0.51  0.07  4.41  -0.400
C  -1.15  -0.72  3.36  -0.311
H  -1.11  2.40  6.92  0.127
H  1.35  2.09  7.20  0.123
H  2.56  0.36  5.88  0.121
H  1.51  -0.64  3.89  0.056
H  -0.92  -1.80  3.25  0.069
H  -2.20  -0.45  3.10  0.030